1.
Density functional theory data (the ωB97M-V functional and the def2-TZVPD basis) for a structure of composition C6H4N2O at a distorted geometry.

* LUMO level: -0.049 Eh
* relative energy (zero: lowest compared OMol25 entry of this formula, charge and spin): 2.154 eV
* multiplicity: 1
* E_tot: -415.68900 hartree
* HOMO-LUMO gap: 7.78 eV

Positions of all 13 atoms, in Å:
C1 -1.965 -0.032 -0.012
C2 0.125 -0.783 -0.104
C3 2.117 -0.339 0.040
C4 1.574 0.885 0.077
C5 0.194 0.673 -0.083
C6 -1.016 1.083 -0.209
H1 -1.776 -2.071 0.465
H2 3.198 -0.576 -0.219
H3 2.128 1.773 0.106
H4 -1.399 2.122 0.072
N1 -1.222 -1.160 -0.209
N2 1.215 -1.416 -0.010
O1 -3.174 -0.157 0.086

2.
Density functional theory data (the ωB97M-V functional and the def2-TZVPD basis) for a cluster of 2 separate species, C6H4N4O2 in total at a distorted geometry.

* LUMO level: 0.019 Eh
* relative energy (zero: lowest compared OMol25 entry of this formula, charge and spin): 0.380 eV
* multiplicity: 1
* E_tot: -600.56568 hartree
* HOMO-LUMO gap: 9.96 eV

Positions of all 16 atoms, in Å:
C1 -0.463 -1.704 -0.889
C2 -1.061 0.213 -1.969
C3 1.131 -0.076 1.780
C4 0.144 -0.896 0.133
C5 -0.452 3.631 -1.223
C6 -0.004 0.506 0.062
N1 -1.055 -1.155 -1.885
N2 -0.702 1.076 -1.101
N3 0.761 -1.210 1.293
N4 0.673 0.986 1.072
O1 0.245 3.694 -0.320
O2 -1.150 3.557 -2.112
H1 -0.475 -2.744 -0.983
H2 -1.599 0.467 -2.860
H3 1.685 -0.143 2.640
H4 0.586 1.952 1.415

3.
Density functional theory data (the ωB97M-V functional and the def2-TZVPD basis) for a cluster of 2 separate species, C6H4NO6S in total at a distorted geometry.

* LUMO level (alpha / beta): 0.072 / 0.082 Eh
* total charge: -1
* relative energy (zero: lowest compared OMol25 entry of this formula, charge and spin): 3.565 eV
* multiplicity: 1
* E_tot: -1135.25423 hartree
* HOMO-LUMO gap (alpha / beta): 7.08 / 7.56 eV

Positions of all 18 atoms, in Å:
C1 -2.843 0.006 0.042
C2 -1.556 -0.023 0.631
C3 -2.766 -0.724 -1.119
C4 -0.835 -0.956 -0.117
C5 1.140 1.071 -0.933
C6 1.669 0.874 0.501
N1 2.992 0.495 0.615
O1 0.916 -0.003 -1.508
O2 3.754 1.301 1.192
O3 0.890 2.225 -1.193
O4 3.436 -0.616 0.251
O5 0.846 -2.260 1.540
O6 -1.559 -1.354 -1.148
S1 0.832 -1.503 0.293
H1 -3.564 0.778 0.142
H2 -1.347 0.092 1.667
H3 -3.455 -1.159 -1.903
H4 1.450 1.754 1.047

4.
Density functional theory data (the ωB97M-V functional and the def2-TZVPD basis) for the molecule C6H4O.

* LUMO level: 0.004 Eh
* relative energy (zero: lowest compared OMol25 entry of this formula, charge and spin): 2.592 eV
* multiplicity: 1
* E_tot: -306.11626 hartree
* HOMO-LUMO gap: 9.59 eV

Positions of all 11 atoms, in Å:
C1 3.135 -0.491 -0.196
C2 1.898 -0.409 0.004
C3 0.513 -0.218 0.124
C4 -0.209 0.869 0.529
C5 -1.573 0.542 0.314
C6 -1.572 -0.716 -0.211
O1 -0.327 -1.192 -0.340
H1 2.715 0.056 -1.129
H2 0.215 1.787 0.913
H3 -2.437 1.156 0.523
H4 -2.358 -1.384 -0.530

5.
Density functional theory data (the ωB97M-V functional and the def2-TZVPD basis) for the molecule C6H4O.

* LUMO level: -0.006 Eh
* relative energy (zero: lowest compared OMol25 entry of this formula, charge and spin): 2.459 eV
* multiplicity: 1
* E_tot: -306.12115 hartree
* HOMO-LUMO gap: 10.04 eV

Positions of all 11 atoms, in Å:
C1 -2.188 -0.126 -1.011
C2 -0.961 0.450 -0.491
C3 0.039 0.902 0.021
C4 1.093 0.939 1.011
O1 1.090 1.664 1.983
C5 2.063 -0.138 0.814
C6 2.833 -1.045 0.628
H1 -2.354 0.184 -2.044
H2 -3.026 0.217 -0.399
H3 -2.138 -1.221 -0.980
H4 3.549 -1.824 0.467

6.
Density functional theory data (the ωB97M-V functional and the def2-TZVPD basis) for the molecule C6H4O.

* LUMO level (alpha / beta): -0.037 / -0.037 Eh
* relative energy (zero: lowest compared OMol25 entry of this formula, charge and spin): 6.109 eV
* multiplicity: 1
* E_tot: -305.98705 hartree
* HOMO-LUMO gap (alpha / beta): 7.81 / 7.80 eV

Positions of all 11 atoms, in Å:
C1 -0.666 -0.914 0.818
C2 -1.730 -1.087 -0.148
C3 -0.466 -1.469 -0.533
C4 0.714 -0.811 -0.012
C5 0.754 0.600 -0.002
C6 -0.170 1.444 -0.747
O1 -0.926 1.048 -1.618
H1 -0.522 -1.003 1.889
H2 1.558 -1.409 0.323
H3 1.596 1.086 0.488
H4 -0.142 2.514 -0.459

Question: The lowest E_tot belongs to which entry?
Answer: C6H4NO6S

Question: Which of these has the highest relative energy (zero: lowest compared OMol25 entry of this formula, charge and spin)?
Answer: number 6